[1]
This record from the Open Molecules 2025 dataset describes CH7N2O2P in the gas phase. The level of theory is ωB97M-V/def2-TZVPD.

Last column: natural (NBO) charge in e.
Cartesian coordinates (Å):
C: -0.59186 1.13414 0.16920  -0.947
P: -0.03195 -0.54431 -0.70802  1.197
N: -1.37081 -1.41222 -0.24621  -1.167
O: 0.98829 -1.01171 0.55344  -0.712
N: 2.43955 -0.76386 0.40110  -0.028
O: 2.56966 0.39127 -0.37319  -0.601
H: 0.31497 1.69339 0.55497  0.199
H: -1.26446 1.94975 -0.28779  0.233
H: -1.13701 0.73433 1.01660  0.218
H: -1.19388 -1.85129 0.64704  0.392
H: -1.54553 -2.15805 -0.91790  0.388
H: 2.72147 -1.58356 -0.16857  0.341
H: 2.51155 1.24797 0.01771  0.488

Summary:
charge	0
calculated total energy	-17511.341	eV
SMILES string	CP(N)ONO
Kohn-Sham gap	0.355	hartree
HOMO	-8.62	eV
LUMO level	1.0	eV

***

[2]
This record from the Open Molecules 2025 dataset describes CH7N2O2P in the gas phase. The level of theory is ωB97M-V/def2-TZVPD.

Last column: natural (NBO) charge in e.
Cartesian coordinates (Å):
C: 1.79700 0.74879 -0.54619  -0.271
O: 0.88006 -0.38893 -0.24925  -0.832
P: -0.62586 0.16093 0.16394  2.321
N: -1.40950 -0.51214 -1.15750  -1.148
N: -1.04504 -0.72061 1.50714  -1.171
O: -0.73582 1.69669 0.47021  -1.069
H: 2.71132 0.28014 -0.87051  0.193
H: 1.85588 1.27563 0.47409  0.204
H: 1.52640 1.54447 -1.31814  0.208
H: -2.45632 -0.77540 -1.04274  0.404
H: -0.96983 -1.41425 -1.04253  0.370
H: -0.75313 -0.25521 2.29073  0.407
H: -0.77515 -1.64013 1.32075  0.384

Summary:
charge	0
calculated total energy	-17515.953	eV
SMILES string	COP(N)(N)=O
Kohn-Sham gap	0.405	hartree
HOMO	-10.38	eV
LUMO level	0.6	eV

***

[3]
This record from the Open Molecules 2025 dataset describes CH7N2O2P in the gas phase. The level of theory is ωB97M-V/def2-TZVPD.

Last column: natural (NBO) charge in e.
Cartesian coordinates (Å):
C: 1.26325 0.28242 -1.12745  -0.984
P: 0.07281 0.30458 0.29701  2.034
N: 0.95516 0.49841 1.68945  -1.180
O: -1.24394 1.73553 -0.26222  -1.010
O: -0.62407 -1.07793 0.44677  -0.690
N: -1.75040 -1.36702 -0.40903  -0.529
H: 2.08658 0.93579 -0.94056  0.257
H: 1.46033 -0.86424 -1.07377  0.241
H: 0.55448 0.65323 -1.88135  0.275
H: 0.83658 -0.23875 2.28057  0.396
H: 0.86070 1.37482 2.20545  0.432
H: -1.84696 -0.80494 -1.29861  0.387
H: -2.62453 -1.43190 0.07374  0.371

Summary:
charge	0
calculated total energy	-17510.675	eV
SMILES string	C[P@@](N)(=O)ON
Kohn-Sham gap	0.341	hartree
HOMO	-8.59	eV
LUMO level	0.7	eV

***

[4]
This record from the Open Molecules 2025 dataset describes 2 unconnected molecules or ions with the total composition CH7N2S. The level of theory is ωB97M-V/def2-TZVPD.

Last column: natural (NBO) charge in e.
Cartesian coordinates (Å):
S: 2.42840 -0.93919 -1.58464  -1.071
H: 2.20448 -2.08790 -0.92425  0.083
N: -0.46746 -0.02777 1.52531  -0.851
C: -1.02073 0.02577 0.17638  -0.049
N: -0.59929 1.20065 -0.61563  -0.875
H: -0.05232 0.87252 1.73346  0.342
H: 0.31175 -0.67665 1.49780  0.369
H: -2.10960 0.06742 0.17912  0.136
H: -0.77275 -0.89967 -0.34207  0.182
H: -0.14761 0.83653 -1.45165  0.386
H: 0.22513 1.62829 -0.19384  0.348

Summary:
charge	-1
calculated total energy	-14966.785	eV
Kohn-Sham gap	0.266	hartree
HOMO	-2.80	eV
LUMO level	4.4	eV

***

[5]
This record from the Open Molecules 2025 dataset describes 2 unconnected molecules or ions with the total composition CH7N3. The level of theory is ωB97M-V/def2-TZVPD.

Last column: natural (NBO) charge in e.
Cartesian coordinates (Å):
H: -1.77275 2.08574 -0.29479  0.343
N: -1.11140 1.32923 -0.41875  -0.730
C: -1.67337 0.20135 -0.55009  0.276
N: -0.93091 -0.92338 -0.74198  -0.821
H: -2.74964 0.03280 -0.56829  0.148
H: -1.32066 -1.84864 -0.76485  0.393
H: 0.06004 -0.83842 -0.87697  0.391
N: 2.47327 -0.19724 1.10782  -1.085
H: 2.25208 0.32235 1.93964  0.364
H: 1.63393 -0.46125 0.62801  0.357
H: 3.13941 0.29744 0.54026  0.364

Summary:
charge	0
calculated total energy	-5620.679	eV
SMILES string	[H]/N=C/N.N
Kohn-Sham gap	0.380	hartree
HOMO	-9.35	eV
LUMO level	1.0	eV

***

[6]
This record from the Open Molecules 2025 dataset describes 2 unconnected molecules or ions with the total composition CH7N3. The level of theory is ωB97M-V/def2-TZVPD.

Last column: natural (NBO) charge in e.
Cartesian coordinates (Å):
H: 1.46997 -1.76720 0.13809  0.283
N: 1.08136 -1.72476 1.13818  -0.286
N: 1.78921 -1.87437 2.10707  -0.266
H: 2.88030 -1.95893 1.97995  0.270
C: -0.79103 0.79208 -0.31467  -0.409
N: -1.12773 1.62843 -1.46501  -0.829
H: 0.21682 0.37569 -0.44627  0.179
H: -0.75461 1.44895 0.56411  0.193
H: -1.49226 -0.02429 -0.08972  0.172
H: -1.22834 1.07902 -2.30887  0.346
H: -2.04368 2.02538 -1.30288  0.346

Summary:
charge	0
calculated total energy	-5618.391	eV
SMILES string	[H]/N=N\[H].CN
Kohn-Sham gap	0.370	hartree
HOMO	-9.14	eV
LUMO level	0.9	eV

***

[7]
This record from the Open Molecules 2025 dataset describes 2 unconnected molecules or ions with the total composition CH7N3. The level of theory is ωB97M-V/def2-TZVPD.

Last column: natural (NBO) charge in e.
Cartesian coordinates (Å):
H: -0.07876 -1.49987 1.22496  0.346
N: -0.63184 -0.70941 1.55540  -0.756
C: -1.62490 -0.66790 0.75317  0.302
N: -2.16288 0.55307 0.38819  -0.820
H: -2.12197 -1.55223 0.32695  0.145
H: -2.63197 0.57737 -0.48915  0.385
H: -1.68083 1.37684 0.69675  0.397
N: 2.45213 0.37819 -1.18538  -1.061
H: 2.99262 0.81633 -1.93082  0.349
H: 2.98927 -0.40404 -0.83657  0.357
H: 2.49912 1.13165 -0.50349  0.355

Summary:
charge	0
calculated total energy	-5620.175	eV
SMILES string	[H]/N=C/N.N
Kohn-Sham gap	0.361	hartree
HOMO	-8.73	eV
LUMO level	1.1	eV

***

[8]
This record from the Open Molecules 2025 dataset describes a gas-phase ion, CH7N3OP (charge +1). The level of theory is ωB97M-V/def2-TZVPD.

Last column: natural (NBO) charge in e.
Cartesian coordinates (Å):
N: 2.07955 0.71590 -0.16335  -0.749
C: 0.97801 0.20508 -0.53010  0.770
O: 0.52490 0.60122 -1.66563  -0.594
N: 0.34650 -0.70641 0.14323  -0.410
N: -1.01910 -0.87646 -0.08366  -0.723
P: -1.99650 0.54539 0.55338  0.489
H: 2.44863 0.64679 0.84053  0.442
H: 2.61699 1.19208 -0.87677  0.452
H: -0.35150 0.16100 -1.80270  0.534
H: 0.94168 -0.83109 1.05801  0.394
H: -1.43761 -1.81020 0.20143  0.430
H: -3.23743 -0.13426 0.41810  0.006
H: -1.89411 0.29094 1.90753  -0.038

Summary:
charge	+1
calculated total energy	-16949.093	eV
SMILES string	N/C(O)=[NH+]/NP
Kohn-Sham gap	0.394	hartree
HOMO	-14.22	eV
LUMO level	-3.5	eV

***

[9]
This record from the Open Molecules 2025 dataset describes 2 unconnected molecules or ions with the total composition CH7N4. The level of theory is ωB97M-V/def2-TZVPD.

Last column: natural (NBO) charge in e.
Cartesian coordinates (Å):
C: -0.75083 -1.18895 0.53668  0.709
N: 1.13670 0.96687 -0.39825  -0.699
N: -0.21523 -2.36471 0.76093  -0.798
N: -1.40912 -0.32721 0.20617  -0.446
N: -0.15817 1.82213 -0.34848  -0.708
H: 0.43403 -2.60392 1.52339  0.472
H: 0.01783 -2.89387 -0.11649  0.459
H: 0.43586 0.14575 -0.83975  0.368
H: 1.87159 1.41119 -0.73705  0.376
H: -0.12001 2.04798 0.60481  0.412
H: -0.05347 2.28973 -1.19461  0.417
H: -1.18918 0.69503 0.00264  0.438

Summary:
charge	+1
calculated total energy	-7100.040	eV
Kohn-Sham gap	0.386	hartree
HOMO	-14.55	eV
LUMO level	-4.1	eV